(1)
4 unconnected molecules or ions with the total composition C15H33F3O8. Source: OMol25; level of theory: ωB97M-V with the def2-TZVPD basis set.

Computed properties:
E_HOMO = -9.1 eV
largest force on an atom = 9.8 eV/Å
gap between HOMO and LUMO = 8.223 eV
multiplicity = 1
SMILES string = COC(=O)C(F)(F)F.COCCOC.COCCOC.COCCOC

Each line ends with the natural charge from an NBO analysis.
Element x y z (Å)
C  3.71  -1.75  -0.02  -0.30
O  2.98  -0.51  0.29  -0.50
C  1.62  -0.50  -0.27  0.69
O  1.23  0.49  -1.12  -0.48
C  0.50  -1.65  0.15  0.91
F  -0.90  -1.13  0.15  -0.30
F  0.61  -2.72  -0.90  -0.33
F  0.88  -2.21  1.49  -0.33
H  3.07  -2.73  0.07  0.20
H  4.22  -1.76  -1.09  0.21
H  4.57  -1.85  0.80  0.23
C  -3.02  -1.12  4.15  -0.26
O  -4.42  -1.05  3.90  -0.55
C  -4.96  0.23  4.26  -0.09
C  -5.18  1.11  3.02  -0.09
O  -3.94  1.47  2.42  -0.55
C  -3.65  0.69  1.27  -0.26
H  -2.63  -2.01  3.64  0.19
H  -2.49  -0.24  3.77  0.18
H  -2.84  -1.22  5.22  0.17
H  -4.33  0.74  4.99  0.18
H  -5.93  0.04  4.73  0.18
H  -5.67  2.04  3.33  0.18
H  -5.84  0.61  2.30  0.18
H  -4.27  1.02  0.43  0.18
H  -3.80  -0.38  1.45  0.18
H  -2.60  0.85  1.00  0.19
C  -4.73  0.63  -2.72  -0.26
O  -5.55  1.54  -1.99  -0.56
C  -5.21  2.91  -2.25  -0.09
C  -6.20  3.54  -3.23  -0.09
O  -6.10  2.96  -4.53  -0.55
C  -7.14  2.02  -4.78  -0.26
H  -5.18  -0.36  -2.66  0.19
H  -4.64  0.92  -3.77  0.18
H  -3.73  0.59  -2.26  0.17
H  -4.18  2.99  -2.62  0.18
H  -5.27  3.44  -1.30  0.19
H  -5.95  4.61  -3.34  0.18
H  -7.23  3.48  -2.85  0.18
H  -8.07  2.55  -4.98  0.17
H  -7.27  1.32  -3.95  0.18
H  -6.87  1.44  -5.67  0.19
C  7.43  -1.36  1.86  -0.26
O  7.07  -1.20  0.49  -0.56
C  7.79  -0.13  -0.13  -0.09
C  8.94  -0.66  -0.99  -0.09
O  9.96  -1.28  -0.19  -0.55
C  9.87  -2.70  -0.20  -0.26
H  7.04  -2.33  2.20  0.19
H  8.51  -1.36  2.00  0.19
H  6.98  -0.57  2.46  0.17
H  8.16  0.58  0.62  0.18
H  7.09  0.40  -0.78  0.19
H  9.41  0.18  -1.51  0.19
H  8.58  -1.36  -1.75  0.18
H  10.25  -3.08  -1.16  0.17
H  8.85  -3.05  -0.04  0.18
H  10.50  -3.09  0.60  0.19

***

(2)
A molecular structure, C15H33FNbO5S. Source: OMol25; level of theory: ωB97M-V with the def2-TZVPD basis set.

Computed properties:
E_HOMO = -5.2 eV
largest force on an atom = 5.0 eV/Å
gap between HOMO and LUMO = 7.315 eV
multiplicity = 1
total charge = -1

Each line ends with the natural charge from an NBO analysis.
Element x y z (Å)
C  7.05  1.06  0.76  -0.65
C  6.36  2.51  0.28  -0.07
O  4.91  2.36  0.53  -0.57
C  4.17  3.57  0.09  -0.09
C  2.61  3.36  0.56  -0.08
O  1.62  3.99  -0.33  -0.58
C  0.31  3.84  0.39  -0.62
Nb  -1.37  3.19  -1.08  1.96
C  -2.66  2.34  0.59  -1.06
C  -1.85  1.65  1.84  0.20
C  -1.78  2.64  3.18  -0.67
F  -2.61  0.42  2.28  -0.44
C  -0.26  1.25  -1.47  -1.01
C  -1.31  -0.14  -1.07  0.07
C  -0.62  -1.21  0.11  -0.20
O  -0.76  -1.54  -1.50  -0.61
H  8.18  0.98  0.43  0.21
H  6.39  0.21  0.28  0.22
H  6.91  1.02  1.94  0.21
H  6.62  2.69  -0.86  0.17
H  6.86  3.32  0.96  0.17
H  4.18  3.59  -1.10  0.19
H  4.61  4.57  0.55  0.17
H  2.49  3.73  1.68  0.17
H  2.42  2.18  0.53  0.17
H  0.49  3.02  1.19  0.17
H  0.04  4.87  0.93  0.19
H  -2.22  4.81  -0.85  -0.38
H  -0.40  3.99  -2.41  -0.35
H  -2.66  2.80  -2.31  -0.39
H  -3.26  3.26  1.05  0.24
H  -3.51  1.64  0.13  0.26
H  -0.79  1.27  1.49  0.19
H  -0.97  3.50  3.05  0.23
H  -2.84  3.09  3.46  0.22
H  -1.41  1.95  4.06  0.21
H  0.72  1.08  -0.87  0.23
H  -0.17  1.10  -2.63  0.25
H  -2.54  0.06  -1.02  0.22
H  0.55  -1.12  0.20  0.22
H  -1.32  -1.90  0.76  0.21
C  -2.40  -4.57  -1.60  -0.42
C  -3.82  -4.85  -1.11  -0.40
C  -3.99  -6.37  -1.04  -0.68
S  -2.36  -7.04  -0.75  2.16
O  -1.97  -7.81  -1.90  -0.95
O  -2.29  -7.57  0.60  -0.95
C  -1.49  -5.48  -0.79  -0.67
H  -2.12  -3.52  -1.48  0.27
H  -2.32  -4.82  -2.67  0.21
H  -3.95  -4.41  -0.11  0.21
H  -4.57  -4.40  -1.76  0.22
H  -4.65  -6.66  -0.22  0.25
H  -4.36  -6.77  -1.98  0.24
H  -0.50  -5.62  -1.24  0.26
H  -1.39  -5.12  0.24  0.24

***

(3)
A gas-phase ion, C15H33N2O6P2 (charge +1). Source: OMol25; level of theory: ωB97M-V with the def2-TZVPD basis set.

Computed properties:
E_HOMO = -12.1 eV
largest force on an atom = 3.3 eV/Å
gap between HOMO and LUMO = 9.350 eV
multiplicity = 1
SMILES string = CC[C@H](C)[C@H]1CN(C)[C@@H](CCOC(C)=O)[C@H](CP(=O)(O)O)[N@H+]1P(C)O
total charge = +1

Each line ends with the natural charge from an NBO analysis.
Element x y z (Å)
C  2.64  1.06  2.34  -0.63
C  1.64  0.76  3.47  -0.43
C  0.51  -0.28  3.12  -0.24
C  1.08  -1.68  3.55  -0.60
C  0.15  -0.37  1.63  -0.04
C  -0.89  -1.47  1.35  -0.25
N  -1.22  -1.67  -0.08  -0.46
C  -2.64  -1.93  -0.31  -0.43
C  -0.64  -0.64  -0.94  -0.04
C  -1.17  -0.70  -2.39  -0.46
C  -0.94  -2.10  -3.03  -0.09
O  -0.22  -2.01  -4.26  -0.55
C  0.88  -2.87  -4.15  0.82
C  2.12  -2.21  -3.53  -0.73
O  0.83  -3.98  -4.49  -0.49
C  -1.00  0.75  -0.30  -0.05
C  -0.66  1.93  -1.26  -0.85
P  1.06  2.00  -1.88  2.32
O  1.17  1.77  -3.31  -1.08
O  1.58  3.52  -1.61  -0.97
O  2.07  1.09  -1.05  -1.00
N  -0.33  0.95  1.02  -0.69
P  -1.24  2.02  2.20  1.27
C  -2.69  2.78  1.38  -1.01
O  -0.21  3.29  2.48  -0.94
H  2.36  1.90  1.68  0.19
H  2.91  0.16  1.76  0.21
H  3.58  1.38  2.82  0.25
H  2.21  0.32  4.28  0.23
H  1.19  1.67  3.90  0.23
H  -0.35  -0.13  3.78  0.24
H  1.84  -2.00  2.83  0.21
H  1.46  -1.63  4.57  0.23
H  0.24  -2.39  3.59  0.21
H  1.07  -0.67  1.12  0.23
H  -1.79  -1.23  1.96  0.19
H  -0.55  -2.44  1.73  0.24
H  -3.12  -2.30  0.59  0.22
H  -2.74  -2.73  -1.05  0.22
H  -3.22  -1.05  -0.65  0.17
H  0.44  -0.81  -0.99  0.21
H  -0.64  0.00  -3.05  0.27
H  -2.22  -0.40  -2.45  0.21
H  -0.51  -2.79  -2.30  0.20
H  -1.94  -2.49  -3.25  0.20
H  1.78  -1.30  -3.01  0.19
H  2.80  -1.95  -4.34  0.27
H  2.55  -2.87  -2.77  0.24
H  -2.10  0.72  -0.23  0.24
H  -0.84  2.87  -0.72  0.24
H  -1.33  1.95  -2.12  0.30
H  0.98  4.07  -2.15  0.51
H  2.40  0.35  -1.60  0.54
H  0.54  1.44  0.80  0.47
H  -3.48  2.02  1.30  0.26
H  -3.11  3.58  2.00  0.30
H  -2.54  3.21  0.38  0.23
H  0.24  3.55  1.65  0.49

***

(4)
A molecular structure, C15H33N5PPtSSbSe4. Source: OMol25; level of theory: ωB97M-V with the def2-TZVPD basis set.

Computed properties:
E_HOMO = -7.6 eV
largest force on an atom = 1.1 eV/Å
gap between HOMO and LUMO = 5.698 eV
multiplicity = 1
relative energy (zero: lowest compared OMol25 entry of this formula, charge and spin) = 0.0 kcal/mol

Each line ends with the natural charge from an NBO analysis.
Element x y z (Å)
Pt  -1.67  0.20  -1.06  0.85
C  -5.93  -1.91  -2.56  -0.67
C  -5.57  -1.40  -1.22  0.38
N  -6.15  -1.65  -0.09  -0.24
N  -5.43  -0.94  0.84  -0.36
C  -4.40  -0.28  0.32  0.24
S  -3.20  0.69  1.02  -0.18
N  -4.50  -0.56  -1.00  -0.24
N  -3.59  -0.04  -1.93  -0.65
H  -6.79  -2.57  -2.46  0.26
H  -5.11  -2.47  -3.00  0.25
H  -6.18  -1.09  -3.24  0.26
H  -5.67  -0.99  1.81  0.44
H  -3.91  0.89  -2.23  0.44
H  -3.55  -0.60  -2.79  0.47
Se  0.69  1.51  -5.58  -0.59
Sb  -1.24  0.95  -4.36  1.01
Se  -3.46  0.60  -5.20  -0.75
Se  -1.56  2.28  -2.15  -0.22
Se  -0.75  -1.10  -2.87  -0.40
C  0.17  -0.12  3.09  -0.62
C  1.08  0.88  2.35  -0.37
C  2.36  1.08  3.16  -0.62
C  0.31  2.21  2.32  -0.61
P  1.30  0.27  0.57  1.93
N  -0.05  0.54  -0.15  -1.38
C  1.80  -1.55  0.57  -0.38
C  2.88  -1.89  1.60  -0.61
C  0.58  -2.46  0.81  -0.60
C  2.35  -1.92  -0.82  -0.62
C  2.64  1.28  -0.26  -0.39
C  2.34  2.76  0.02  -0.61
C  2.51  1.12  -1.79  -0.61
C  4.07  0.98  0.17  -0.61
H  -0.13  0.34  4.03  0.21
H  0.67  -1.05  3.33  0.20
H  -0.73  -0.34  2.52  0.23
H  2.08  1.43  4.16  0.21
H  3.01  1.85  2.73  0.21
H  2.94  0.17  3.29  0.21
H  -0.13  2.37  3.30  0.21
H  -0.49  2.20  1.58  0.24
H  0.95  3.06  2.11  0.21
H  2.53  -1.83  2.62  0.21
H  3.77  -1.26  1.50  0.22
H  3.20  -2.92  1.43  0.22
H  0.32  -2.55  1.86  0.21
H  0.81  -3.45  0.43  0.21
H  -0.31  -2.11  0.27  0.21
H  3.32  -1.47  -1.02  0.21
H  1.66  -1.64  -1.62  0.24
H  2.48  -3.00  -0.85  0.21
H  1.31  3.02  -0.19  0.23
H  2.98  3.36  -0.64  0.22
H  2.58  3.05  1.04  0.20
H  1.48  1.27  -2.13  0.24
H  2.84  0.15  -2.15  0.21
H  3.12  1.88  -2.26  0.21
H  4.22  1.01  1.25  0.21
H  4.73  1.74  -0.27  0.22
H  4.43  0.01  -0.19  0.21